(one)
21
Properties=species:S:1:pos:R:3 method="wB97M-V/def2-TZVPD" total_charge=+1 lumo_energy_ev=-3.2 gap_ev=11.13
C -1.83830 2.05448 -0.04278
C -0.30579 2.07611 -0.17998
N 0.31962 1.13850 0.81812
C 0.69072 -0.03610 0.56788
O 1.54472 -0.73969 1.05009
C -0.20292 -0.90222 -0.39178
C 0.16469 -1.08379 -1.85843
N 0.02080 -2.29309 0.32698
H -2.11438 2.81076 0.81660
H -2.48569 1.19017 0.32927
H -2.12500 2.46630 -1.00696
H 0.03715 3.08987 -0.19116
H 0.09137 1.56999 -1.11571
H 0.63264 1.65030 1.57804
H -1.26179 -0.44557 -0.27919
H -0.22168 -0.13795 -2.44397
H -0.22889 -1.94301 -2.40048
H 1.38252 -1.04772 -1.84515
H -0.42959 -2.32108 1.18071
H -0.11253 -3.11586 -0.35082
H 1.04489 -2.41749 0.74280

(two)
21
Properties=species:S:1:pos:R:3 method="wB97M-V/def2-TZVPD" total_charge=+1 lumo_energy_ev=-3.3 gap_ev=10.08
C 1.95490 0.83435 -0.83533
N 0.70472 0.26274 -0.26703
C -0.14419 -0.23273 -1.41230
C 0.07834 -1.69137 -1.42490
O -0.51299 -2.57317 -0.86005
C -0.08534 1.19838 0.56013
C -0.62906 0.37292 1.74636
N -1.59069 -0.74416 1.33390
H 2.37312 -0.00678 -1.38998
H 2.68304 0.94726 -0.02539
H 1.83175 1.73837 -1.42032
H 0.26824 0.24289 -2.31254
H -1.17697 0.11049 -1.33007
H 1.02337 -1.96765 -1.96541
H -0.93687 1.63089 0.02333
H 0.57696 1.93355 1.00894
H -1.07582 1.04341 2.48912
H 0.11257 -0.18794 2.30480
H -1.15160 -1.31303 0.59523
H -2.45102 -0.28997 1.04118
H -1.85245 -1.30846 2.14033

From most stable to least stable, the computed energies give (two), (one).

(one)
21
Properties=species:S:1:pos:R:3 method="wB97M-V/def2-TZVPD" total_charge=+1 lumo_energy_ev=-8.4 gap_ev=3.90
O -0.05446 0.27982 -1.05832
C 1.00392 0.50467 -0.50670
C 1.36001 -0.06956 0.76827
C 0.50651 -1.00731 1.48529
C -0.34812 -0.31813 2.59217
C -1.19510 0.79185 1.96463
N -2.14481 0.24084 1.00894
N 1.08546 -0.21634 -5.05349
H 1.73742 1.14638 -0.99978
H 2.36208 0.15106 1.12913
H -0.15090 -1.49794 0.75736
H 1.11347 -1.79832 1.93600
H 0.34490 0.06835 3.34068
H -0.98925 -1.06844 3.04978
H -1.76261 1.31726 2.72664
H -0.47985 1.45234 1.44249
H -1.77848 0.21096 0.05594
H -3.03769 0.73456 1.04401
H 0.77285 0.56690 -5.62174
H 0.35791 -0.48858 -4.41612
H 1.29674 -1.00034 -5.64518

(two)
21
Properties=species:S:1:pos:R:3 method="wB97M-V/def2-TZVPD" total_charge=+1 lumo_energy_ev=-3.2 gap_ev=10.02
C -0.68585 1.98797 -1.30452
C 0.46530 0.99069 -1.21814
C 0.14038 -0.36583 -1.78578
O -0.90970 -0.93731 -1.60333
N 0.90845 0.61351 0.11864
C -0.12069 0.33513 1.10265
C 0.18060 -0.95996 1.85571
N -0.07301 -2.15835 0.91170
H -1.03034 2.31129 -0.33007
H -0.37383 2.92497 -1.76707
H -1.56168 1.62803 -1.84576
H 1.34409 1.32820 -1.75957
H 1.02040 -0.89032 -2.21402
H 1.67136 1.15662 0.48673
H -0.23687 1.14165 1.83390
H -1.10033 0.23419 0.63079
H 1.24714 -0.96405 2.07591
H -0.41710 -1.12444 2.73458
H 0.77015 -2.71134 0.78997
H -0.40427 -1.82146 -0.00259
H -0.83421 -2.71920 1.29027

(three)
21
Properties=species:S:1:pos:R:3 method="wB97M-V/def2-TZVPD" total_charge=+1 lumo_energy_ev=-4.5 gap_ev=9.03
N -1.11926 1.66220 -2.38868
C -1.73630 1.32635 -1.13450
N -1.45025 0.16781 -0.60973
C -0.27578 -0.56780 -0.88928
C 0.98834 0.14759 -0.27829
C 0.87690 0.16894 1.24692
C 0.58382 -1.14298 1.96681
O 1.59553 -2.14388 2.05360
H -0.16407 1.46348 -2.51247
H -1.38295 2.52473 -2.90129
H -2.54861 1.93107 -0.66711
H -2.04882 -0.30525 0.09104
H 0.03740 -0.83328 -1.94088
H -0.48287 -1.46741 -0.29189
H 1.17202 1.01877 -0.92152
H 1.88171 -0.54595 -0.38445
H 1.96749 0.43577 1.67678
H 0.31466 1.06046 1.71915
H 0.43060 -0.82108 3.05473
H -0.58703 -1.61922 1.96090
H 1.94748 -2.46031 1.15018

From most stable to least stable, the computed energies give (two), (three), (one).

(one)
21
Properties=species:S:1:pos:R:3 method="wB97M-V/def2-TZVPD" total_charge=+1 lumo_energy_ev=-3.3 gap_ev=9.22
N -0.46859 3.19539 0.13547
C 0.28385 2.09133 -0.12059
C 0.10320 0.83297 0.35353
N -1.17198 0.46784 0.99805
C 1.11067 -0.17598 -0.00292
C 0.76311 -1.20542 -1.07117
C 0.02024 -2.49752 -0.60455
O -0.80341 -2.19067 0.52518
H -1.34675 3.15972 0.63477
H -0.10758 4.11199 -0.04683
H 1.01696 2.35204 -0.87675
H -1.89295 0.97432 0.46908
H -1.36862 -0.50246 0.64414
H -1.25666 0.59642 2.00708
H 1.47485 -0.79253 0.85766
H 2.09755 0.26084 -0.17785
H 0.16116 -0.75092 -1.87057
H 1.67134 -1.54254 -1.57080
H 0.75667 -3.24580 -0.31088
H -0.62758 -2.90429 -1.37598
H -0.41547 -2.23473 1.40396

(two)
21
Properties=species:S:1:pos:R:3 method="wB97M-V/def2-TZVPD" total_charge=+1 lumo_energy_ev=-7.5 gap_ev=5.89
C 0.33486 -0.96719 0.50006
C 0.45084 0.45668 1.00391
C 0.34139 1.58824 -0.03662
C 1.47985 1.60330 -1.01425
N 0.32070 -0.32166 -2.03586
C 1.47952 0.62168 -1.91536
N -0.24304 -1.80715 1.34993
H 1.23178 -1.33424 0.01067
H -0.45317 -1.00983 -0.37608
H 1.36637 0.60054 1.59565
H -0.35191 0.71010 1.70195
H -0.09359 2.49438 0.36301
H 2.32086 2.23245 -0.78266
H 2.26448 0.47029 -2.63867
H 0.02387 0.65723 -2.13774
H 0.26690 -2.70235 1.26536
H -3.84056 -1.57959 1.55465
H 0.52302 -0.91166 -2.82091
H -3.37824 -1.14942 2.97068
H -0.47843 1.17682 -0.64155
O -3.56549 -0.82862 2.08383

(three)
21
Properties=species:S:1:pos:R:3 method="wB97M-V/def2-TZVPD" total_charge=+1 lumo_energy_ev=-3.7 gap_ev=9.84
N -0.44007 -2.76670 0.01301
C -0.03351 -2.02923 1.08944
N 0.82019 -1.07523 1.08061
C 1.54717 -0.46058 -0.03098
C 0.46934 0.27103 -1.00465
C -0.87445 0.88891 -0.51945
C -0.64717 2.10745 0.40581
O -0.93472 3.32566 -0.28768
H -0.36658 -2.51536 -0.92845
H -1.35371 -3.30846 0.16160
H -0.48062 -2.37338 2.06738
H 0.85837 -0.53395 2.02299
H 2.07129 -1.37368 -0.61536
H 2.37773 0.19463 0.33321
H 0.04858 -0.51275 -1.78128
H 1.17762 1.02375 -1.53554
H -1.46859 1.24637 -1.38167
H -1.50019 0.11517 -0.17600
H -1.23986 2.11560 1.31886
H 0.42912 2.13034 0.85863
H -0.45993 3.53043 -1.09048

From most stable to least stable, the computed energies give (one), (three), (two).

(one)
21
Properties=species:S:1:pos:R:3 method="wB97M-V/def2-TZVPD" total_charge=+1 lumo_energy_ev=-9.3 gap_ev=5.02
N -1.80670 0.48515 1.82671
C -1.78134 1.41292 0.73076
C -0.59597 1.04718 -0.17981
N 0.29993 0.12431 0.36549
C 2.46659 -0.80519 0.31442
C 1.41477 -0.11840 -0.50788
C 0.84393 -1.12124 -1.57532
O -0.46363 1.67960 -1.20288
H -2.62477 -0.71650 -0.71015
H -2.23999 0.86032 2.65927
H -2.60476 -0.56791 0.02040
H -2.60032 1.29228 0.00750
H -1.74685 2.43732 1.11578
H -0.99805 -0.09393 2.00849
H 2.19490 -1.68439 0.87653
H 3.40368 -1.02559 -0.23040
H 2.91191 -0.10665 1.06922
H 1.79528 0.81755 -0.95884
H 1.62778 -1.51709 -2.23112
H 0.23654 -1.92579 -1.16094
H 0.26707 -0.47395 -2.23725

(two)
21
Properties=species:S:1:pos:R:3 method="wB97M-V/def2-TZVPD" total_charge=+1 lumo_energy_ev=-8.6 gap_ev=5.91
O 2.43949 -0.27677 -0.08171
C 1.57436 0.04007 -0.79504
N 0.92424 0.48300 -1.72302
C 2.82624 0.87037 -4.04684
C -1.06453 -0.01122 1.41864
N -2.32090 0.38020 1.72732
C -3.30732 -0.60637 1.76860
C -0.21682 -0.50944 2.71024
H 2.33354 0.40940 -4.89283
H 3.26124 1.81296 -4.37764
H 2.08971 1.08444 -3.26583
H 3.60790 0.25263 -3.60093
H -0.57491 0.86434 0.98373
H 0.29363 0.27851 -0.71730
H -0.99796 -0.87069 0.73571
H -3.87677 -0.37828 2.68249
H -3.98716 -0.40870 0.92381
H -2.88619 -1.61122 1.71078
H -0.33984 -1.57058 2.84628
H -0.60603 0.09071 3.51865
H 0.82809 -0.32337 2.47490

From most stable to least stable, the computed energies give (one), (two).

(one)
23
Properties=species:S:1:pos:R:3 method="wB97M-V/def2-TZVPD" lumo_energy_ev=0.9 gap_ev=9.58
C 0.22750 -1.27400 -2.06826
C -0.20791 -0.76119 -0.95508
C -0.98334 -0.39575 0.05102
C -1.15595 -1.31087 1.23749
C -1.31611 1.02924 0.26601
C -1.46010 1.86003 -1.00090
H -0.43736 -1.73736 -2.78661
H 1.27869 -1.27461 -2.32908
H -0.89964 -2.34169 0.99342
H -2.19003 -1.28412 1.58541
H -0.50847 -0.98121 2.05477
H -0.34278 1.42485 0.79439
H -2.19821 1.12490 0.90067
H -0.54481 1.82265 -1.58657
H -2.27287 1.48636 -1.62500
H -1.65366 2.90132 -0.74824
H 1.49762 1.02719 2.04012
N 1.52878 1.29570 1.05622
C 1.94890 0.33739 0.30197
N 2.37966 -0.89608 0.74405
H 2.18921 0.58858 -0.72922
H 2.56672 -1.01690 1.72692
H 2.55413 -1.62444 0.07646

(two)
23
Properties=species:S:1:pos:R:3 method="wB97M-V/def2-TZVPD" lumo_energy_ev=0.6 gap_ev=9.65
H -1.43130 1.13544 -2.61366
N -1.46540 0.20520 -2.19651
C -1.59861 0.22762 -0.90819
C -2.09948 1.44614 -0.16241
C -1.91962 -1.09014 -0.31593
C -2.35699 -1.30768 0.91801
H -1.85857 2.35468 -0.71136
H -1.64503 1.50279 0.82644
H -3.18203 1.39948 -0.03888
H -1.70451 -1.92027 -0.97697
H -2.59365 -0.50821 1.60330
H -2.46897 -2.30969 1.30466
C 3.00957 -1.05440 0.55875
C 2.33430 0.28303 0.46892
C 0.86521 0.29666 -0.41726
N 2.69293 1.36012 0.99113
H 3.10632 -1.49008 -0.43496
H 2.40335 -1.72738 1.16515
H 3.99780 -0.97442 1.01471
H 0.46149 -0.27364 0.43694
H 1.10673 -0.25796 -1.32091
H 0.74083 1.34697 -0.64296
H 3.60562 1.35574 1.45196

(three)
23
Properties=species:S:1:pos:R:3 method="wB97M-V/def2-TZVPD" lumo_energy_ev=0.3 gap_ev=9.37
H -2.50656 0.68756 -1.28834
N -1.83480 1.04217 -0.60888
C -0.63815 0.59482 -0.78347
C 0.50842 1.31386 -0.10555
C 1.78733 0.47730 -0.10704
C 0.76160 2.64690 -0.81870
H -0.33336 0.07746 -1.70650
H 0.19197 1.52180 0.92063
H 2.58276 1.00654 0.41443
H 2.11043 0.27389 -1.12793
H 1.64035 -0.47830 0.39065
H 1.05169 2.47444 -1.85831
H 1.55641 3.19940 -0.32230
H -0.13748 3.26108 -0.80162
H -0.22818 -4.12773 -0.71773
N -0.91376 -3.49747 -0.30539
C -0.40343 -2.56453 0.39406
C -1.21860 -1.35119 0.64998
C -0.88992 -1.03958 1.92404
H 0.66471 -2.51204 0.64181
H -2.25450 -1.44761 0.36476
H -1.62756 -0.61270 2.58898
H 0.13062 -0.94608 2.26243

(four)
23
Properties=species:S:1:pos:R:3 method="wB97M-V/def2-TZVPD" lumo_energy_ev=0.9 gap_ev=9.53
C 1.66427 2.85511 -1.77433
N 1.02282 2.62893 -0.50061
N 0.62259 1.41929 -0.58398
C -0.06961 0.84890 0.50906
C -1.24938 -0.09419 0.22122
C -1.48267 -0.49544 -1.18358
C -0.14238 -0.83654 0.99429
C -0.35387 -0.93901 2.47536
C 0.75324 -1.84965 0.23027
H 2.54050 3.43988 -1.71297
H 1.86860 1.94544 -2.47325
H 1.19089 3.56341 -2.36933
H -0.24078 1.44583 1.51730
H -2.23850 0.30752 0.59213
H -2.38132 -1.27915 -1.30032
H -0.69145 -0.97797 -1.68882
H -1.63475 0.27668 -1.77210
H 0.72176 -0.99715 2.95110
H -0.99053 -1.90922 2.60508
H -0.81104 -0.05408 2.69426
H 0.00166 -2.73989 0.17202
H 1.61245 -1.87810 0.83253
H 0.97624 -1.31406 -0.66217

From most stable to least stable, the computed energies give (one), (two), (three), (four).

(one)
23
Properties=species:S:1:pos:R:3 method="wB97M-V/def2-TZVPD" lumo_energy_ev=0.9 gap_ev=9.55
C 1.97393 -0.30283 -0.45721
C 1.25944 0.79758 -1.09111
C 0.90656 2.08576 -0.74671
N 0.08796 2.61489 -1.74842
C 0.01353 1.66720 -2.73624
N 0.65314 0.51889 -2.37765
H 2.89705 -0.12933 -0.38734
H 1.83631 -1.32857 -0.94213
H 1.31210 -0.46669 0.46781
H 1.34274 2.62229 0.03391
H -0.06398 3.58162 -1.89322
H -0.25536 1.67737 -3.80519
C -0.26862 -1.30558 2.41979
C -1.29625 -1.74385 1.42196
C -1.71775 -0.65370 0.45720
H -0.47108 -0.88402 3.40909
H 0.56984 -0.80973 1.98765
H 0.22398 -2.28028 2.89524
H -1.14356 -2.67822 0.77578
H -2.26994 -1.89911 1.97971
H -2.53725 -0.01104 0.78307
H -0.88744 -0.00993 0.08846
H -2.16536 -1.06274 -0.53445

(two)
23
Properties=species:S:1:pos:R:3 method="wB97M-V/def2-TZVPD" lumo_energy_ev=1.0 gap_ev=9.67
C 2.50731 -1.04575 0.28146
C 1.52534 0.11145 -0.00728
C 2.17975 1.36280 -0.57106
C 0.29268 0.10544 0.86583
C -1.08468 0.77167 1.04487
C -1.93012 -0.32494 0.25364
N -2.90211 0.26153 -0.59336
C -0.83585 -1.13993 -0.62954
N 0.23366 -0.14325 -0.57338
H 3.14563 -1.25673 -0.59897
H 1.97356 -1.92487 0.59279
H 3.28836 -0.76251 1.01281
H 1.48874 2.23281 -0.43870
H 3.16106 1.58561 -0.08896
H 2.42607 1.19551 -1.65029
H 0.29615 -0.84011 1.38182
H -1.48482 0.86337 2.10146
H -1.15285 1.71797 0.52986
H -2.43004 -1.00198 0.94252
H -2.43166 0.95301 -1.14933
H -3.59153 0.78289 -0.03820
H -0.65533 -2.16752 -0.21104
H -1.28085 -1.24990 -1.64609

From most stable to least stable, the computed energies give (one), (two).

(one)
23
Properties=species:S:1:pos:R:3 method="wB97M-V/def2-TZVPD" lumo_energy_ev=1.0 gap_ev=9.70
C 2.38857 0.75854 0.72580
C 0.95291 0.27053 1.01214
N -0.01593 1.23111 0.71556
C -0.93455 1.60218 1.61472
C 0.00410 -0.00287 -0.02312
C 0.25679 0.00917 -1.49627
C -0.71484 -1.09882 -1.97999
N -0.68489 -2.06195 -0.83080
C -1.13051 -0.98343 0.11450
H 2.68219 1.99633 1.06011
H 3.05196 -0.10869 1.29240
H 2.61998 0.82407 -0.52099
H 0.70532 -0.13268 2.02108
H -1.54678 0.74465 2.27469
H -1.75937 2.46467 1.22030
H -0.28933 2.17510 2.38687
H -0.01968 1.09768 -1.61047
H 1.35394 -0.06170 -1.75598
H -0.26432 -1.45605 -2.98709
H -1.64262 -0.50041 -2.32282
H -1.39370 -2.71196 -1.11349
H -2.26029 -0.51780 -0.14376
H -1.26635 -1.32902 1.19914

(two)
23
Properties=species:S:1:pos:R:3 method="wB97M-V/def2-TZVPD" lumo_energy_ev=0.8 gap_ev=8.89
C -1.11101 2.75309 0.77453
C -0.79596 1.70750 1.54186
N 0.42588 1.00003 1.47228
C 0.85517 0.12794 0.67182
N 2.16231 -0.24934 0.78436
C 0.05048 -0.66595 -0.43329
C 0.73210 -0.38895 -1.77856
C -1.39801 -0.22460 -0.47524
C 0.08757 -2.16614 -0.10619
H -0.61062 2.93320 -0.16348
H -1.91662 3.41568 1.03230
H -1.27491 1.57696 2.50662
H 2.48283 -1.11291 0.38902
H 2.68209 0.14210 1.54556
H 0.15916 -0.84532 -2.58496
H 0.78533 0.68248 -1.96119
H 1.74333 -0.78944 -1.80431
H -2.03744 -0.98025 -0.92928
H -1.74969 -0.01086 0.57203
H -1.52431 0.73542 -0.96621
H -0.52547 -2.37516 0.76928
H 1.09148 -2.53540 0.08841
H -0.31369 -2.73007 -0.94536

(three)
23
Properties=species:S:1:pos:R:3 method="wB97M-V/def2-TZVPD" lumo_energy_ev=0.9 gap_ev=9.32
C -1.65503 -1.65268 1.66322
C -0.21873 -1.65609 1.42280
C 0.76799 -2.71025 1.64656
N 2.00562 -2.12355 1.20140
C 1.80024 -0.76606 1.02529
N 0.51952 -0.47228 1.15068
H -2.14738 -1.67665 0.67610
H -2.06251 -0.76550 2.09956
H -1.88604 -2.60153 2.24703
H 0.63116 -3.70657 2.01523
H 2.89710 -2.60197 1.19609
H 2.56467 -0.16909 0.69281
C -1.35588 2.44223 -1.23812
C -0.16517 1.62367 -1.00363
C 0.66439 1.56061 -2.27223
H -2.14354 1.89015 -1.81923
H -0.98127 3.21179 -1.89472
H -1.72578 2.88268 -0.33946
H 0.48620 1.82270 -0.06282
H -0.57456 0.64502 -0.63653
H 0.02058 2.05621 -3.09378
H 1.60839 2.09572 -2.10251
H 0.95000 0.67144 -2.57373

(four)
23
Properties=species:S:1:pos:R:3 method="wB97M-V/def2-TZVPD" lumo_energy_ev=0.8 gap_ev=8.50
C -2.64237 -0.74657 0.61587
C -1.59958 -0.15893 -0.27380
C -0.37241 -0.98660 -0.48989
C 2.08950 -1.02156 -0.07122
C 2.07875 0.26649 0.67136
C -0.22068 0.62525 0.00265
C -0.27343 1.84367 -0.91148
H -2.57732 -1.69951 1.58588
H -3.51334 -1.22141 -0.21892
H -3.15695 0.05953 1.31209
H -1.81956 0.49709 -1.21440
H -0.39178 -1.52064 0.41536
H 0.85843 -1.93840 -1.55166
H 3.18159 -1.16016 -0.47440
H 1.68829 -1.82099 0.62772
H 2.27620 0.97550 -0.13542
H 3.04297 0.35233 1.25690
H 0.78930 1.20194 2.17430
H 0.69441 2.65644 -0.73695
H -0.47402 1.65501 -1.99334
H -1.41658 2.59910 -0.48134
N 0.97895 -1.00461 -1.24159
N 0.77962 0.54703 1.13227

From most stable to least stable, the computed energies give (two), (three), (one), (four).